# C39H73InN3O3PS4Sb2

A structure of composition C39H73InN3O3PS4Sb2 at a distorted geometry (the ωB97M-V functional and the def2-TZVPD basis, OMol25).

Positions of all 126 atoms, in Å:
In  -1.032  0.554  0.357
C  -1.816  -0.087  3.163
C  -1.064  1.085  3.392
C  -1.834  2.168  2.881
C  -3.033  1.617  2.389
C  -3.030  0.231  2.552
C  -4.172  -0.720  2.285
C  -3.633  -2.089  1.861
C  -5.085  -0.178  1.181
C  -5.002  -0.884  3.572
C  -1.671  3.687  2.838
C  -0.226  4.182  2.753
C  -2.358  4.247  1.579
C  -2.359  4.321  4.060
C  0.229  1.014  4.199
C  0.150  1.893  5.459
C  1.477  1.370  3.375
C  0.472  -0.418  4.710
H  -1.555  -1.081  3.488
H  -3.870  2.182  2.010
H  -2.936  -1.972  1.034
H  -4.443  -2.755  1.558
H  -3.100  -2.559  2.686
H  -4.493  0.079  0.303
H  -5.600  0.719  1.520
H  -5.837  -0.916  0.897
H  -4.376  -1.261  4.379
H  -5.829  -1.580  3.415
H  -5.407  0.077  3.885
H  0.282  3.655  1.951
H  0.315  4.040  3.683
H  -0.208  5.250  2.528
H  -2.011  3.716  0.694
H  -2.122  5.306  1.458
H  -3.437  4.154  1.635
H  -1.891  4.003  4.989
H  -3.404  4.019  4.094
H  -2.314  5.411  4.003
H  -0.015  2.935  5.216
H  1.074  1.820  6.040
H  -0.679  1.565  6.086
H  1.514  2.421  3.122
H  1.470  0.795  2.446
H  2.386  1.128  3.933
H  -0.355  -0.761  5.329
H  1.384  -0.446  5.313
H  0.596  -1.105  3.875
S  -4.265  4.383  -4.542
Sb  -2.008  4.079  -4.474
S  -1.654  1.336  -2.751
S  -1.335  3.267  -2.131
S  -1.698  1.558  -4.816
C  3.434  4.896  -1.995
N  2.316  4.097  -1.574
C  1.409  4.755  -0.667
P  2.280  2.420  -1.747
O  1.395  1.774  -0.777
N  2.027  2.133  -3.364
C  1.745  3.130  -4.362
C  1.713  0.771  -3.739
N  3.859  1.849  -1.528
C  4.333  1.745  -0.176
C  4.888  1.802  -2.526
H  3.079  5.842  -2.423
H  4.009  4.367  -2.749
H  4.096  5.144  -1.153
H  0.908  5.595  -1.161
H  1.931  5.133  0.221
H  0.651  4.037  -0.370
H  1.727  4.117  -3.903
H  0.773  2.939  -4.830
H  2.503  3.110  -5.159
H  1.562  0.162  -2.850
H  2.519  0.334  -4.339
H  0.795  0.731  -4.328
H  3.468  1.729  0.485
H  4.986  2.588  0.097
H  4.895  0.816  -0.042
H  4.441  1.899  -3.513
H  5.414  0.840  -2.475
H  5.639  2.599  -2.390
C  2.375  -4.843  0.370
C  1.373  -3.707  0.379
Sb  2.096  -1.656  0.004
C  3.348  -1.847  -1.820
C  4.527  -2.799  -1.859
C  3.876  -1.966  1.353
C  3.466  -2.127  2.803
H  1.895  -5.783  0.658
H  3.184  -4.652  1.073
H  2.804  -4.976  -0.623
H  0.913  -3.630  1.366
H  0.572  -3.896  -0.329
H  3.703  -0.827  -1.962
H  2.650  -2.059  -2.622
H  5.238  -2.574  -1.069
H  5.052  -2.702  -2.814
H  4.205  -3.832  -1.754
H  4.508  -1.082  1.252
H  4.467  -2.828  1.042
H  2.919  -1.251  3.144
H  4.331  -2.263  3.461
H  2.822  -2.995  2.927
C  -4.218  -6.441  -3.799
C  -3.320  -5.295  -3.429
C  -1.943  -5.430  -3.430
C  -1.106  -4.391  -3.034
C  0.373  -4.585  -3.189
C  -1.660  -3.197  -2.564
C  -3.049  -3.020  -2.644
C  -3.688  -1.714  -2.300
C  -3.854  -4.064  -3.079
C  -0.804  -2.182  -1.802
O  0.319  -1.865  -2.230
O  -1.287  -1.814  -0.709
H  -3.655  -7.238  -4.282
H  -5.010  -6.112  -4.471
H  -4.687  -6.852  -2.904
H  -1.499  -6.367  -3.741
H  0.665  -5.598  -2.918
H  0.927  -3.863  -2.599
H  0.637  -4.420  -4.236
H  -3.093  -0.891  -2.689
H  -3.738  -1.600  -1.218
H  -4.694  -1.653  -2.713
H  -4.927  -3.921  -3.130

Results
Highest occupied orbital energy in eV: -2.19
Largest force on an atom in eV/Å: 1.60
ΔE to the lowest compared entry with this formula, charge and spin in kJ/mol: 84.9
HOMO-LUMO gap in eV: 6.1589
Total charge: -2